No. 1
DFT (ωB97M-V with the def2-TZVPD basis set) results for a molecular structure, C24H41F3LuO3P2S in a non-equilibrium geometry.

Results
Highest occupied orbital energy   -8.0799 eV
Gap between HOMO and LUMO   0.153 Eh
Charge   +1
Energy relative to the best compared isomer or geometry (same formula, charge and spin)   71.5 kcal/mol

Last column: Löwdin charge in e.
Geometry (Å):
Lu: 1.048 -0.478 0.486  1.839
C: -1.137 -0.834 1.576  -0.291
C: -0.850 -2.055 0.882  -0.292
C: 0.859 -1.704 2.437  -0.327
C: -0.120 -0.654 2.578  -0.311
C: 0.393 -2.580 1.368  -0.316
C: -2.398 -0.027 1.451  -0.020
H: -2.768 0.038 0.419  0.066
H: -2.250 1.006 1.783  0.080
H: -3.246 -0.409 2.046  0.107
C: -0.104 0.427 3.591  -0.018
H: -0.894 1.168 3.425  0.089
H: 0.854 0.960 3.628  0.061
H: -0.266 0.004 4.590  0.107
C: 2.175 -1.754 3.137  -0.023
H: 2.069 -2.123 4.167  0.106
H: 2.640 -0.758 3.235  0.070
H: 2.886 -2.423 2.630  0.090
C: 1.203 -3.635 0.684  -0.034
H: 1.180 -4.582 1.237  0.103
H: 2.279 -3.385 0.590  0.088
H: 0.828 -3.874 -0.323  0.087
C: -1.660 -2.585 -0.251  -0.031
H: -2.020 -3.605 -0.063  0.101
H: -1.119 -2.642 -1.208  0.078
H: -2.569 -2.002 -0.438  0.075
C: -0.928 2.555 -2.508  -0.097
C: -2.154 1.971 -2.422  -0.094
C: -2.476 0.561 -2.845  -0.177
C: -1.680 0.081 -4.085  -0.270
C: -0.323 -0.441 -3.935  -0.148
C: 0.910 0.119 -3.761  -0.255
C: 1.298 1.561 -3.431  -0.188
C: 0.068 2.439 -3.618  -0.317
H: -3.549 0.430 -3.102  0.116
H: -1.732 0.924 -4.779  0.021
H: -2.305 -0.148 -2.013  0.082
H: -0.469 1.939 -4.496  -0.061
H: -0.531 3.131 -1.654  0.102
H: -2.877 2.435 -1.740  0.095
H: 0.364 3.461 -3.897  0.105
H: 1.729 1.653 -2.411  0.088
H: 1.729 -0.598 -3.552  0.056
H: 2.115 1.959 -4.081  0.102
H: -2.286 -0.672 -4.601  0.115
H: -0.331 -1.526 -3.822  0.102
P: -0.260 1.774 -6.186  0.809
C: -0.503 3.549 -6.342  -0.232
C: -1.563 0.775 -6.973  -0.248
P: 2.093 -0.454 -6.078  0.884
C: 1.454 1.275 -6.513  -0.508
C: 1.235 -1.408 -7.422  -0.284
C: 3.705 -0.126 -6.927  -0.308
H: 0.345 4.067 -5.861  0.053
H: -1.435 3.825 -5.817  0.068
H: -0.566 3.811 -7.401  0.042
H: -1.699 1.112 -8.009  0.040
H: -2.525 0.919 -6.449  0.054
H: -1.345 -0.306 -6.970  0.034
H: 3.523 0.197 -7.961  0.038
H: 4.340 -1.019 -6.921  0.037
H: 4.203 0.684 -6.373  0.037
H: 2.152 1.951 -5.977  0.046
H: 1.632 1.453 -7.593  0.049
H: 1.723 -2.392 -7.492  0.041
H: 1.314 -0.884 -8.384  0.046
H: 0.184 -1.553 -7.146  0.009
F: 4.579 1.006 2.489  0.145
C: 3.641 1.956 2.300  -0.562
F: 2.723 1.845 3.308  0.102
F: 4.219 3.163 2.413  0.159
S: 2.791 1.743 0.605  0.656
O: 3.257 2.676 -0.373  -0.202
O: 3.084 0.256 0.365  -0.453
O: 1.293 1.713 0.892  -0.415

Atoms 1-3, force components in eV/Å:
-0.355 0.814 -1.616
-0.042 -0.921 0.899
0.611 0.531 0.260

***

No. 2
DFT (ωB97M-V with the def2-TZVPD basis set) results for a single C4H11N3 molecule in a non-equilibrium geometry.

Results
Highest occupied orbital energy   -8.6063 eV
SMILES   C/C(N)=C\N(C)N
Gap between HOMO and LUMO   0.356 Eh
Charge   0
Energy relative to the best compared isomer or geometry (same formula, charge and spin)   106.1 kcal/mol

Last column: Löwdin charge in e.
Geometry (Å):
C: 0.125 -1.749 -1.232  -0.058
C: 0.791 -0.489 -0.869  -0.272
N: 2.027 0.160 -1.837  0.021
C: 0.582 0.521 -0.112  -0.015
N: -0.806 0.235 0.840  -0.265
C: -0.539 0.692 2.186  -0.152
N: -1.869 0.924 0.238  -0.017
H: 0.828 -2.581 -1.169  0.080
H: -0.269 -1.703 -2.247  0.085
H: -0.722 -1.889 -0.561  0.072
H: 2.870 0.199 -1.272  0.031
H: 2.170 -0.498 -2.596  0.027
H: 0.973 1.502 0.094  0.101
H: -1.421 0.528 2.817  0.075
H: 0.287 0.114 2.597  0.075
H: -0.279 1.764 2.235  0.071
H: -2.732 0.396 0.303  0.071
H: -2.016 1.874 0.585  0.069

Atoms 1-3, force components in eV/Å:
-0.033 0.016 0.258
4.407 2.231 -3.955
-2.234 -2.037 1.072

***

No. 3
DFT (ωB97M-V with the def2-TZVPD basis set) results for 2 unconnected molecules or ions with the total composition C16H34FN2O4P in a non-equilibrium geometry.

Results
Highest occupied orbital energy   -4.5037 eV
Gap between HOMO and LUMO   0.153 Eh
Charge   0

Last column: Löwdin charge in e.
Geometry (Å):
C: -1.942 3.805 -0.064  -0.017
C: -1.103 3.039 0.951  -0.368
F: -0.468 3.995 1.759  -0.031
C: -1.867 2.154 1.922  -0.064
C: -2.457 0.810 1.460  -0.242
C: -1.739 0.135 0.287  -0.056
N: -2.683 -0.322 -0.790  0.096
C: -3.591 0.784 -1.190  -0.128
C: -4.416 1.225 0.017  -0.429
P: -6.069 0.307 -0.108  0.857
O: -6.941 1.463 -0.866  -0.273
O: -6.558 0.309 1.436  -0.255
O: -3.880 0.867 1.270  -0.131
H: -1.523 4.809 -0.137  0.089
H: -2.981 3.917 0.245  0.072
H: -1.856 3.376 -1.062  0.071
H: -0.292 2.518 0.440  0.115
H: -2.676 2.743 2.360  0.133
H: -1.177 1.947 2.742  0.133
H: -2.350 0.140 2.310  0.154
H: -0.981 0.727 -0.217  0.112
H: -1.213 -0.771 0.611  0.109
H: -2.068 -0.520 -1.583  0.184
H: -3.200 -1.156 -0.511  0.188
H: -3.006 1.566 -1.667  0.123
H: -4.272 0.395 -1.952  0.111
H: -4.631 2.302 -0.039  0.114
H: -6.893 2.328 -0.437  0.060
H: -6.274 1.077 1.947  0.067
C: 3.596 -0.126 1.560  -0.038
C: 2.991 -0.309 0.156  -0.524
C: 4.131 -0.364 -0.871  -0.159
C: 4.947 -1.659 -0.849  -0.177
C: 4.126 -2.871 -0.382  -0.149
C: 2.612 -2.715 -0.554  -0.554
N: 2.182 -1.541 0.184  -0.194
O: 0.809 -1.330 0.093  -0.315
C: 1.952 -3.935 0.093  -0.059
C: 2.243 -2.715 -2.050  -0.040
C: 2.161 0.933 -0.159  -0.070
H: 2.793 -0.059 2.297  0.079
H: 4.204 0.784 1.626  0.076
H: 4.226 -0.976 1.824  0.071
H: 3.707 -0.230 -1.870  0.097
H: 4.791 0.496 -0.719  0.111
H: 5.337 -1.842 -1.853  0.102
H: 5.824 -1.545 -0.207  0.101
H: 4.463 -3.766 -0.913  0.111
H: 4.323 -3.062 0.677  0.107
H: 2.139 -3.931 1.168  0.081
H: 2.359 -4.859 -0.330  0.075
H: 0.876 -3.922 -0.071  0.064
H: 2.575 -3.642 -2.527  0.076
H: 2.696 -1.884 -2.591  0.064
H: 1.160 -2.643 -2.161  0.057
H: 2.808 1.815 -0.126  0.083
H: 1.365 1.061 0.575  0.051
H: 1.713 0.867 -1.152  0.075

Atoms 1-3, force components in eV/Å:
0.263 0.169 0.036
-0.109 0.327 -0.083
-0.021 0.012 0.074

***

No. 4
DFT (ωB97M-V with the def2-TZVPD basis set) results for a molecular structure, C15H21Br2CuN4O2.

Results
Highest occupied orbital energy (alpha / beta)   -10.8754 / -10.8563 eV
2S+1   2
⟨S²⟩   0.75
Gap between HOMO and LUMO (alpha / beta)   0.326 / 0.240 Eh
Charge   +1
Energy relative to the best compared isomer or geometry (same formula, charge and spin)   0.0 kcal/mol

Last column: Löwdin spin population.
Geometry (Å):
Cu: 1.196 -0.025 -0.195  0.682
Br: 2.828 2.009 -3.002  -0.001
C: 4.014 1.067 -1.823  0.000
Br: 3.451 -0.773 -1.571  0.018
H: 3.991 1.543 -0.852  0.000
H: 5.001 1.049 -2.264  0.000
O: 2.082 1.428 0.521  0.146
C: 1.373 2.291 1.235  0.011
C: 1.836 2.722 2.488  0.009
C: 1.146 3.672 3.211  0.000
C: -0.042 4.218 2.729  0.005
C: -0.529 3.796 1.510  -0.001
C: 0.161 2.846 0.754  0.006
C: -0.374 2.359 -0.506  0.002
N: -0.224 1.128 -0.984  0.069
C: -0.897 1.059 -2.183  0.006
C: -1.476 2.260 -2.429  0.004
N: -1.127 3.066 -1.371  0.002
H: 2.766 2.303 2.851  0.000
H: 1.529 3.996 4.170  0.000
H: -0.580 4.954 3.310  0.000
H: -1.470 4.188 1.140  0.000
H: -0.924 0.160 -2.775  0.000
H: -2.081 2.601 -3.249  0.000
H: -1.368 4.037 -1.271  0.000
C: 0.265 -3.634 -2.065  0.000
N: -0.603 -3.466 -0.905  0.006
C: -1.377 -4.652 -0.550  0.000
C: -0.318 -2.485 -0.027  0.003
O: 0.787 -1.868 -0.120  0.026
N: -1.209 -2.171 0.936  0.004
C: -2.649 -2.293 0.740  0.001
C: -0.794 -1.295 2.026  0.000
H: -0.307 -4.112 -2.858  0.000
H: 1.134 -4.250 -1.825  0.000
H: 0.623 -2.668 -2.412  0.000
H: -0.739 -5.533 -0.647  0.000
H: -2.229 -4.774 -1.219  0.000
H: -1.722 -4.596 0.477  0.000
H: -2.871 -2.549 -0.293  0.000
H: -3.111 -1.329 0.960  0.000
H: -3.092 -3.039 1.401  0.000
H: 0.278 -1.385 2.181  0.000
H: -1.302 -1.607 2.937  0.000
H: -1.044 -0.250 1.820  0.000

Atoms 1-3, force components in eV/Å:
0.199 0.706 0.002
0.023 0.018 0.045
-0.005 0.092 -0.095